No. 1
Entry from the Open Molecules 2025 dataset: a structure of composition C40H58N4O2SeSn (the ωB97M-V functional and the def2-TZVPD basis).

Last column: Löwdin charge in e.
Geometry (Å):
Sn1 -1.33 0.59 -2.33  1.40
C1 -4.14 2.02 -3.57  -0.10
N1 -2.82 2.55 -3.22  -0.39
C2 -2.09 2.98 -4.41  -0.10
C3 -2.92 3.58 -2.20  -0.19
C4 -1.58 3.84 -1.55  -0.17
N2 -1.03 2.66 -0.84  -0.18
C5 0.41 2.95 -0.55  -0.12
C6 1.38 1.81 -0.46  -0.18
C7 2.21 1.67 0.64  -0.04
C8 3.33 0.85 0.58  -0.21
C9 3.61 0.24 -0.64  0.01
C10 2.80 0.35 -1.77  -0.10
C11 1.61 1.11 -1.66  -0.37
O1 0.74 1.28 -2.65  -0.32
C12 3.28 -0.18 -3.13  -0.52
C13 3.53 1.04 -4.02  -0.04
C14 4.58 -0.97 -3.01  -0.07
C15 2.26 -1.11 -3.82  -0.04
C16 4.26 0.71 1.80  -0.56
C17 3.43 0.28 3.02  -0.05
C18 4.93 2.05 2.08  -0.05
C19 5.34 -0.35 1.57  -0.06
C20 -1.79 2.51 0.43  -0.13
C21 -1.70 1.20 1.17  -0.17
C22 -1.23 1.13 2.47  -0.01
C23 -1.47 0.01 3.26  -0.19
C24 -2.25 -1.00 2.69  0.00
C25 -2.75 -0.97 1.39  -0.10
C26 -2.42 0.14 0.58  -0.36
O2 -2.76 0.24 -0.69  -0.32
C27 -3.68 -2.08 0.87  -0.52
C28 -3.94 -3.15 1.93  -0.07
C29 -5.04 -1.47 0.49  -0.04
C30 -3.07 -2.77 -0.36  -0.04
C31 -1.02 -0.12 4.71  -0.55
C32 -2.26 -0.29 5.61  -0.05
C33 -0.12 -1.35 4.87  -0.04
C34 -0.26 1.11 5.19  -0.06
H1 -4.80 2.81 -3.96  0.09
H2 -4.60 1.58 -2.68  0.09
H3 -4.04 1.25 -4.32  0.08
H4 -2.56 3.86 -4.87  0.10
H5 -2.09 2.17 -5.14  0.08
H6 -1.05 3.20 -4.17  0.08
H7 -3.64 3.23 -1.46  0.11
H8 -3.31 4.52 -2.61  0.13
H9 -1.67 4.69 -0.86  0.14
H10 -0.86 4.13 -2.31  0.11
H11 0.47 3.56 0.36  0.13
H12 0.76 3.56 -1.38  0.13
H13 1.99 2.25 1.53  0.12
H14 4.50 -0.37 -0.71  0.08
H15 4.26 1.71 -3.57  0.09
H16 2.60 1.60 -4.18  0.08
H17 3.91 0.73 -5.00  0.08
H18 5.42 -0.34 -2.70  0.09
H19 4.83 -1.40 -3.99  0.08
H20 4.49 -1.80 -2.30  0.09
H21 1.29 -0.64 -3.91  0.06
H22 2.16 -2.05 -3.26  0.08
H23 2.63 -1.36 -4.82  0.09
H24 2.72 1.06 3.32  0.07
H25 4.09 0.09 3.88  0.09
H26 2.87 -0.63 2.80  0.07
H27 4.19 2.84 2.27  0.08
H28 5.54 2.36 1.23  0.09
H29 5.58 1.98 2.96  0.08
H30 4.90 -1.32 1.31  0.09
H31 5.92 -0.47 2.49  0.08
H32 6.03 -0.06 0.78  0.08
H33 -2.84 2.63 0.18  0.12
H34 -1.51 3.34 1.10  0.13
H35 -0.70 1.99 2.88  0.11
H36 -2.47 -1.87 3.30  0.09
H37 -4.40 -2.74 2.82  0.09
H38 -3.02 -3.68 2.21  0.09
H39 -4.62 -3.90 1.51  0.08
H40 -5.49 -0.98 1.36  0.09
H41 -5.71 -2.25 0.14  0.08
H42 -4.93 -0.72 -0.30  0.07
H43 -2.11 -3.23 -0.11  0.08
H44 -2.91 -2.05 -1.17  0.06
H45 -3.74 -3.55 -0.72  0.09
H46 -2.77 -1.24 5.42  0.08
H47 -2.97 0.51 5.44  0.09
H48 -1.96 -0.28 6.67  0.08
H49 -0.62 -2.26 4.51  0.08
H50 0.15 -1.50 5.92  0.09
H51 0.80 -1.23 4.30  0.07
H52 -0.87 2.01 5.14  0.09
H53 0.65 1.27 4.61  0.07
H54 0.04 0.97 6.24  0.09
Se1 0.64 -1.19 0.58  1.29
N3 -0.12 -1.26 -1.01  -0.25
C35 0.03 -2.51 -1.46  -0.40
C36 -0.48 -3.01 -2.70  -0.06
C37 -0.27 -4.31 -3.01  -0.07
C38 0.45 -5.18 -2.13  -0.08
C39 0.94 -4.75 -0.95  -0.02
C40 0.73 -3.39 -0.57  -0.39
N4 1.13 -2.86 0.58  -0.19
H55 -1.02 -2.35 -3.36  0.08
H56 -0.65 -4.70 -3.94  0.11
H57 0.60 -6.21 -2.43  0.10
H58 1.48 -5.41 -0.27  0.11

## Properties
Total charge = 0
Kohn-Sham gap = 6.738 eV
Electronic energy = -123656.3005 eV
LUMO = -0.47 eV


No. 2
Entry from the Open Molecules 2025 dataset: an isolated molecule of C2HBrF3N in a non-equilibrium geometry (the ωB97M-V functional and the def2-TZVPD basis).

Last column: Löwdin charge in e.
Geometry (Å):
F1 1.64 1.48 0.13  0.17
C1 0.68 0.65 0.48  -0.78
F2 1.11 -0.34 1.31  0.12
F3 -0.25 1.23 1.19  0.17
N1 0.14 0.22 -0.71  0.08
C2 -0.71 -0.70 -0.66  -0.67
Br1 -1.62 -1.36 -2.13  0.77
H1 -0.99 -1.17 0.39  0.13

## Properties
Total charge = 0
Kohn-Sham gap = 11.448 eV
Energy above the lowest of the compared OMol25 structures with the same formula, charge and spin = 0.000 eV
Electronic energy = -81774.7181 eV
SMILES string = FC(F)(F)/N=C/Br
LUMO = 0.21 eV


Q: What is the total charge in the first record?
A: 0